--- i ---
19
Properties=species:S:1:pos:R:3 method="wB97M-V/def2-TZVPD" spin_multiplicity=2 e_lumo_ev="4.18 / 4.02" charge=-1
C 2.444 0.859 0.455
C 1.335 0.214 -0.369
C 0.301 1.210 -0.931
N -1.033 1.186 -0.367
C -1.789 -0.011 -0.759
H 3.410 0.375 0.333
H 2.615 1.908 0.209
H 2.238 0.783 1.518
H 1.747 -0.439 -1.142
H 0.773 -0.484 0.265
H 0.715 2.224 -0.875
H 0.216 1.071 -2.019
H -0.980 1.153 0.649
H -2.129 0.173 -1.786
H -1.167 -0.915 -0.785
H -2.673 -0.070 -0.134
H -1.709 -2.486 1.002
H -0.397 -2.457 1.876
O -1.207 -2.966 1.684

=====

--- ii ---
19
Properties=species:S:1:pos:R:3 method="wB97M-V/def2-TZVPD" spin_multiplicity=2 e_lumo_ev="4.24 / 4.06" charge=-1
C 0.390 -0.706 1.310
C 0.504 0.687 0.708
C -0.538 0.980 -0.319
N 0.400 1.651 1.841
H 1.174 -0.938 2.063
H -0.615 -0.876 1.736
H 0.548 -1.440 0.511
H 1.520 0.871 0.258
H -1.485 0.748 0.002
H -0.247 0.073 -1.175
H -0.545 1.979 -0.734
H 1.196 1.541 2.558
H 0.462 2.668 1.570
H -0.555 1.548 2.225
C -0.466 -1.779 -2.523
O 0.346 -0.867 -1.824
H -0.849 -1.273 -3.455
H 0.100 -2.682 -2.777
H -1.340 -2.186 -1.975

=====

Least stable: ii

=====

--- i ---
13
Properties=species:S:1:pos:R:3 method="wB97M-V/def2-TZVPD" e_lumo_ev=-0.58
N -0.130 0.083 -0.278
Si -0.199 1.779 -0.120
Si 0.102 -0.762 -1.668
Si 0.187 -1.177 1.767
Br -1.063 0.063 3.100
H -1.480 2.625 -0.196
H 0.821 2.105 -1.095
H 0.164 2.102 1.300
H -0.493 -2.087 -1.322
H -0.681 -0.531 -2.964
H 1.453 -0.812 -2.158
H -0.213 -2.525 1.348
H 1.531 -0.863 2.288

=====

--- ii ---
13
Properties=species:S:1:pos:R:3 method="wB97M-V/def2-TZVPD" e_lumo_ev=-0.34 smiles="[SiH2]=N[SiH3].[SiH3]Br"
Si -0.325 -1.706 -0.402
N 0.812 -0.582 -0.296
Si 2.279 -0.185 0.559
H -0.581 -1.795 -1.818
H -1.316 -2.509 0.502
H 3.264 0.866 -0.004
H 1.495 0.455 1.716
H 3.126 -1.122 1.153
Si -1.610 1.517 -0.435
Br -3.051 -0.018 0.414
H -0.691 0.804 -1.577
H -0.777 1.651 0.746
H -2.626 2.624 -0.556

=====

--- iii ---
13
Properties=species:S:1:pos:R:3 method="wB97M-V/def2-TZVPD" e_lumo_ev=-0.24 smiles="[SiH3]/N=[SiH]/Br.[SiH4]"
Si 0.263 -2.895 0.265
N 0.331 -1.967 -1.170
Si 0.884 -0.844 -2.139
Br 2.478 -1.188 -3.615
H -0.918 -2.338 1.074
H -0.508 -4.078 -0.104
H 1.642 -3.270 0.679
H 0.427 0.614 -2.162
Si -0.322 2.422 0.120
H -1.824 1.850 -0.036
H -0.412 3.728 0.781
H 0.136 2.525 -1.161
H 0.426 1.214 0.679

=====

Least stable: ii

=====

--- i ---
72
Properties=species:S:1:pos:R:3 method="wB97M-V/def2-TZVPD" e_lumo_ev=0.21 smiles=CCO.CCO.CCO.CCO.CCO.CCO.CCO.CCO
C -6.931 -5.392 -1.609
C -6.215 -6.243 -2.635
O -6.603 -7.591 -2.520
H -6.910 -4.302 -1.630
H -6.484 -5.547 -0.627
H -7.975 -5.701 -1.563
H -5.136 -6.119 -2.542
H -6.377 -5.922 -3.664
H -6.692 -7.920 -3.417
C -1.748 -3.502 -7.655
C -1.290 -2.999 -8.971
O -1.732 -1.683 -9.051
H -1.341 -4.452 -7.309
H -2.833 -3.599 -7.622
H -1.529 -2.768 -6.880
H -1.620 -3.675 -9.759
H -0.215 -3.083 -9.127
H -0.950 -1.127 -8.998
C 5.140 -1.478 -7.247
C 4.409 -1.626 -5.971
O 3.464 -0.577 -5.817
H 5.862 -2.293 -7.212
H 5.571 -0.490 -7.409
H 4.563 -1.918 -8.060
H 5.034 -1.560 -5.081
H 3.949 -2.608 -5.862
H 2.772 -0.771 -6.454
C 1.100 1.844 10.772
C 0.484 0.830 9.772
O -0.609 0.219 10.369
H 1.982 2.381 10.424
H 1.330 1.432 11.754
H 0.443 2.683 11.002
H 1.295 0.128 9.576
H 0.281 1.382 8.855
H -0.761 -0.610 9.910
C -0.477 6.420 -3.228
C 0.116 5.144 -3.827
O 1.154 5.499 -4.677
H 0.199 7.073 -2.676
H -1.375 6.156 -2.669
H -0.833 7.007 -4.074
H -0.648 4.433 -4.141
H 0.544 4.602 -2.984
H 1.932 5.436 -4.119
C -2.838 6.330 3.629
C -2.804 7.819 3.282
O -3.682 8.554 4.097
H -2.546 6.141 4.662
H -2.047 5.892 3.021
H -3.782 5.840 3.388
H -2.868 7.843 2.194
H -1.787 8.183 3.430
H -4.482 8.779 3.617
C -0.216 -0.651 1.478
C -0.095 -1.745 0.381
O -0.263 -1.201 -0.917
H -1.264 -0.353 1.461
H 0.500 0.168 1.411
H -0.128 -1.104 2.466
H -0.852 -2.516 0.526
H 0.842 -2.301 0.344
H 0.500 -0.752 -1.288
C 5.276 -2.334 5.525
C 6.100 -2.662 6.809
O 7.223 -1.896 7.143
H 5.844 -2.103 4.624
H 4.827 -1.368 5.757
H 4.530 -3.118 5.397
H 6.526 -3.660 6.713
H 5.416 -2.593 7.655
H 7.731 -2.304 7.848

=====

--- ii ---
72
Properties=species:S:1:pos:R:3 method="wB97M-V/def2-TZVPD" e_lumo_ev=0.26 smiles=CCO.CCO.CCO.CCO.CCO.CCO.CCO.CCO
C 20.951 -17.856 4.812
C 19.767 -17.756 5.791
O 19.660 -19.000 6.491
H 20.604 -18.377 3.922
H 21.782 -18.351 5.307
H 21.285 -16.862 4.505
H 18.890 -17.494 5.194
H 19.935 -16.941 6.500
H 18.709 -19.114 6.612
C 25.306 -19.468 -0.738
C 25.684 -19.521 0.761
O 26.927 -18.814 0.896
H 24.221 -19.524 -0.858
H 25.697 -20.378 -1.194
H 25.679 -18.569 -1.214
H 25.754 -20.551 1.105
H 24.935 -18.925 1.287
H 27.413 -19.158 1.687
C 29.627 -16.445 -2.420
C 28.394 -17.065 -1.738
O 28.668 -18.350 -1.227
H 29.241 -15.485 -2.777
H 30.040 -16.990 -3.264
H 30.392 -16.304 -1.654
H 27.656 -17.133 -2.547
H 28.061 -16.338 -0.995
H 28.071 -18.481 -0.458
C 30.540 -19.929 3.646
C 29.254 -19.275 4.148
O 28.195 -19.566 3.205
H 30.443 -20.987 3.426
H 31.219 -19.809 4.501
H 30.931 -19.389 2.787
H 29.417 -18.208 4.296
H 28.984 -19.762 5.090
H 27.371 -19.575 3.733
C 28.300 -12.937 0.375
C 27.393 -12.974 -0.851
O 26.080 -13.342 -0.506
H 28.340 -13.953 0.778
H 27.974 -12.180 1.077
H 29.323 -12.847 -0.014
H 27.798 -13.680 -1.591
H 27.447 -12.020 -1.381
H 26.072 -14.175 0.008
C 27.995 -12.186 4.250
C 28.333 -10.896 4.976
O 27.462 -10.632 6.068
H 28.505 -12.293 3.296
H 26.914 -12.279 4.111
H 28.246 -13.051 4.873
H 28.251 -10.045 4.300
H 29.378 -10.973 5.294
H 27.760 -11.174 6.806
C 24.679 -16.711 2.883
C 25.149 -15.353 2.408
O 25.860 -15.519 1.171
H 25.535 -17.361 3.092
H 24.106 -17.156 2.071
H 24.119 -16.662 3.819
H 25.755 -14.813 3.144
H 24.326 -14.672 2.184
H 26.387 -16.328 1.252
C 23.471 -20.234 3.873
C 24.456 -20.334 5.011
O 25.787 -20.290 4.444
H 23.575 -21.006 3.116
H 23.627 -19.240 3.443
H 22.425 -20.186 4.176
H 24.369 -21.259 5.586
H 24.342 -19.516 5.727
H 26.348 -20.796 5.042

=====

--- iii ---
72
Properties=species:S:1:pos:R:3 method="wB97M-V/def2-TZVPD" e_lumo_ev=0.19 smiles=CCO.CCO.CCO.CCO.CCO.CCO.CCO.CCO
C 0.214 -0.800 0.339
C 0.541 0.675 0.402
O 1.212 1.055 -0.814
H -0.019 -1.132 1.358
H 1.081 -1.410 0.078
H -0.627 -1.045 -0.305
H 1.245 0.910 1.206
H -0.397 1.226 0.511
H 1.218 2.035 -0.842
C -1.526 -3.996 2.034
C -1.271 -3.716 3.499
O -2.059 -2.623 3.952
H -0.875 -4.786 1.662
H -1.268 -3.116 1.444
H -2.567 -4.289 1.898
H -0.205 -3.482 3.629
H -1.438 -4.599 4.127
H -1.825 -2.433 4.865
C -3.371 2.182 -1.943
C -2.292 3.127 -2.457
O -2.453 4.361 -1.734
H -3.129 1.176 -2.311
H -4.348 2.400 -2.370
H -3.387 2.135 -0.857
H -2.508 3.360 -3.505
H -1.279 2.735 -2.357
H -1.621 4.822 -1.626
C -2.968 -2.054 -2.322
C -4.416 -1.597 -2.295
O -5.231 -2.611 -2.843
H -2.293 -1.279 -1.958
H -2.723 -2.226 -3.372
H -2.793 -2.956 -1.739
H -4.577 -0.654 -2.833
H -4.693 -1.327 -1.266
H -6.145 -2.321 -2.881
C 3.735 -1.565 1.487
C 5.104 -2.089 1.916
O 5.668 -1.260 2.918
H 3.348 -2.106 0.621
H 3.857 -0.544 1.111
H 3.046 -1.562 2.327
H 5.762 -2.184 1.048
H 5.007 -3.075 2.366
H 5.993 -0.439 2.544
C 2.811 4.994 0.577
C 2.497 4.295 -0.743
O 1.164 3.806 -0.829
H 2.510 4.397 1.433
H 2.412 6.010 0.606
H 3.894 5.154 0.593
H 3.202 3.472 -0.882
H 2.756 4.961 -1.574
H 0.610 4.568 -1.021
C -3.486 -0.010 1.314
C -4.520 -0.892 2.038
O -4.274 -0.930 3.424
H -3.580 1.027 1.622
H -3.688 -0.137 0.246
H -2.510 -0.449 1.529
H -4.442 -1.918 1.662
H -5.507 -0.492 1.801
H -3.566 -1.557 3.633
C 5.231 0.232 -2.974
C 4.465 0.024 -1.688
O 3.210 -0.596 -1.913
H 4.713 0.908 -3.652
H 5.333 -0.716 -3.506
H 6.234 0.586 -2.726
H 4.255 0.983 -1.192
H 5.044 -0.578 -0.977
H 2.501 -0.067 -1.511

=====

Least stable: i

=====

--- i ---
7
Properties=species:S:1:pos:R:3 method="wB97M-V/def2-TZVPD" e_lumo_ev=-1.68
Si 0.619 -0.355 0.502
P -1.053 -0.088 -0.988
Cl 0.948 2.527 -0.509
Cl 2.398 -1.154 -0.166
H 0.782 -0.396 2.027
H -1.718 0.635 0.023
H -1.974 -1.168 -0.890

=====

--- ii ---
7
Properties=species:S:1:pos:R:3 method="wB97M-V/def2-TZVPD" e_lumo_ev=0.14
Si -0.923 -0.360 0.199
P 1.807 -0.054 -0.541
Cl -1.662 -1.741 -1.022
Cl -1.860 1.365 -0.110
H -0.741 -0.746 1.514
H 2.119 0.256 0.862
H 1.260 1.280 -0.903

=====

Least stable: i

=====

--- i ---
10
Properties=species:S:1:pos:R:3 method="wB97M-V/def2-TZVPD" e_lumo_ev=0.84 smiles=CSSC
C 1.659 -0.280 -1.000
S -0.141 -0.587 -1.027
S -0.890 -0.080 0.801
C 0.127 1.299 1.293
H 2.010 0.755 -0.927
H 2.152 -0.861 -0.226
H 1.990 -0.622 -1.977
H 1.152 1.100 1.036
H -0.256 2.143 0.685
H -0.143 1.467 2.342

=====

--- ii ---
10
Properties=species:S:1:pos:R:3 method="wB97M-V/def2-TZVPD" e_lumo_ev=0.00 smiles="C=C.SS"
C -2.026 0.664 -1.030
C -1.438 -0.544 -1.140
H -1.417 1.504 -0.468
H -3.059 0.886 -1.334
H -0.393 -0.583 -1.453
H -1.990 -1.419 -0.897
S 2.231 0.647 2.125
S 3.282 -0.949 1.144
H 2.317 1.513 1.149
H 2.493 -1.718 1.905

=====

--- iii ---
10
Properties=species:S:1:pos:R:3 method="wB97M-V/def2-TZVPD" e_lumo_ev=0.93 smiles=CSSC
C -0.674 1.780 0.394
S -0.647 0.325 1.487
S -0.716 -1.429 0.448
C 0.772 -1.688 -0.558
H -1.653 2.045 0.009
H -0.457 2.650 1.049
H 0.073 1.699 -0.384
H 1.606 -2.049 0.050
H 0.553 -2.464 -1.315
H 1.141 -0.868 -1.180

=====

Least stable: ii

=====

--- i ---
8
Properties=species:S:1:pos:R:3 method="wB97M-V/def2-TZVPD" e_lumo_ev=4.60 charge=-1
N 0.821 0.731 -0.188
O -0.012 1.214 0.777
O -1.514 -0.512 -0.379
O 0.665 -1.682 0.410
P -0.059 -0.736 -0.876
H 0.507 1.508 -1.397
H -0.871 0.586 0.471
H 0.463 -1.108 1.182

=====

--- ii ---
8
Properties=species:S:1:pos:R:3 method="wB97M-V/def2-TZVPD" e_lumo_ev=4.43 charge=-1 smiles="N[P@@](=O)([O-])O"
N -0.312 -0.283 -1.326
P 0.254 -0.410 0.259
O -0.755 -1.315 0.900
O 1.688 -0.528 0.355
O -0.139 1.177 0.920
H -1.184 0.116 -1.273
H 0.360 0.441 -1.595
H 0.087 0.803 1.760

=====

Least stable: i

=====

--- i ---
12
Properties=species:S:1:pos:R:3 method="wB97M-V/def2-TZVPD" e_lumo_ev="-0.99 / -0.99" smiles="C1=CP2=CC=21.N"
C -1.008 1.258 -0.641
C -0.735 0.960 0.683
P 0.977 0.834 0.900
C 1.503 1.312 -0.797
C 0.243 1.221 -1.199
H -1.874 1.649 -1.157
H -1.578 0.768 1.406
H 2.444 1.328 -1.386
N 0.185 -2.268 0.376
H 0.517 -2.799 1.148
H -0.523 -2.825 -0.020
H -0.151 -1.438 0.686

=====

--- ii ---
12
Properties=species:S:1:pos:R:3 method="wB97M-V/def2-TZVPD" e_lumo_ev=0.63 smiles="NC1=CC=[PH]=C1"
N -1.949 0.557 0.299
C -0.605 0.151 0.150
C -0.129 -1.196 0.194
C 1.202 -1.299 -0.158
P 2.011 0.321 0.188
C 0.469 1.112 -0.083
H -2.584 0.320 -0.457
H -2.022 1.545 0.635
H -0.871 -1.916 0.507
H 1.898 -2.125 -0.168
H 2.334 0.407 -1.104
H 0.245 2.123 -0.003

=====

Least stable: i

=====

--- i ---
8
Properties=species:S:1:pos:R:3 method="wB97M-V/def2-TZVPD" e_lumo_ev=0.68 smiles=FC(F)(F)NS
F 0.397 -0.655 1.345
C -0.639 -0.394 0.615
F -1.624 0.177 1.258
F -1.098 -1.531 0.085
N -0.023 0.613 -0.774
S 1.658 0.682 -0.721
H -0.483 1.449 -0.347
H 1.813 -0.341 -1.460

=====

--- ii ---
8
Properties=species:S:1:pos:R:3 method="wB97M-V/def2-TZVPD" e_lumo_ev=-1.57
C -0.598 -0.026 0.398
N 0.334 -0.906 -0.106
F 1.533 -0.934 0.623
F -0.587 -0.481 -2.494
F 0.733 1.738 1.127
S 0.169 0.298 -1.202
H -1.646 -0.302 0.497
H 0.062 0.612 1.158

=====

Least stable: ii

=====

--- i ---
9
Properties=species:S:1:pos:R:3 method="wB97M-V/def2-TZVPD" e_lumo_ev=0.70
N -1.721 -0.043 0.437
C -0.577 0.291 -0.189
N 0.468 -0.473 -0.620
N 1.774 -0.200 0.104
N 2.315 0.845 0.099
N -0.012 1.195 -0.840
H -1.879 -1.041 0.418
H -2.515 0.523 0.173
H 2.138 -1.111 0.427

=====

--- ii ---
9
Properties=species:S:1:pos:R:3 method="wB97M-V/def2-TZVPD" e_lumo_ev=0.13
N 1.107 -1.202 0.852
C 0.076 -0.362 0.555
N -0.991 0.053 0.883
N -1.350 1.369 -0.715
N -0.362 0.974 -1.386
N 0.583 0.338 -1.191
H 1.185 -1.426 1.831
H 1.983 -1.019 0.389
H -2.231 1.276 -1.217

=====

--- iii ---
9
Properties=species:S:1:pos:R:3 method="wB97M-V/def2-TZVPD" e_lumo_ev=0.13 smiles="[H]/N=c1/nn[nH][nH]1"
H -1.257 -0.654 -1.849
N -1.458 0.126 -1.287
C -0.699 0.248 -0.381
N -0.722 1.165 0.698
N 0.386 1.078 1.318
N 1.005 -0.075 0.937
N 0.564 -0.366 -0.382
H 2.007 -0.109 1.302
H 0.175 -1.413 -0.357

=====

Least stable: i